A) {
  "formula": "C3H4N4O",
  "method": "ωB97M-V/def2-TZVPD",
  "symbols": ["C", "C", "C", "H", "H", "H", "H", "N", "N", "N", "N", "O"],
  "coordinates": [[-1.1040, 0.3112, -0.2491], [-1.9476, -0.7756, -0.2888], [1.5054, 0.2827, -0.0324], [-0.6910, 2.1303, 0.8783], [-2.9793, -0.6500, -0.7525], [1.4885, 1.3197, 0.2232], [3.5777, 0.0968, -0.3334], [-1.2305, -1.9431, 0.0386], [0.0634, -1.6916, 0.3940], [0.2357, -0.2669, 0.2392], [2.6412, -0.3491, -0.2354], [-1.5595, 1.5355, 0.1184]],
  "nbo_charge": [0.427, -0.175, 0.271, 0.502, 0.241, 0.141, 0.381, -0.196, 0.006, -0.313, -0.636, -0.648]
}


B) {
  "formula": "C3H4N4O",
  "method": "ωB97M-V/def2-TZVPD",
  "symbols": ["H", "N", "C", "N", "N", "C", "N", "H", "C", "O", "H", "H"],
  "coordinates": [[3.0047, 0.9801, 0.6557], [2.4129, -0.0319, 0.2657], [1.2494, -0.0779, 0.0042], [0.5610, -1.3267, -0.0982], [-0.8786, -1.0477, -0.1874], [-1.1939, 0.2626, -0.1713], [-2.4831, 0.5230, 0.2995], [-2.8689, 1.5448, 0.3127], [0.3100, 0.9685, -0.1618], [0.5801, 2.1823, -0.2865], [0.7154, -2.1592, -0.8294], [-1.4091, -1.8177, 0.1969]],
  "nbo_charge": [0.399, -0.546, 0.241, -0.466, -0.443, 0.317, -0.723, 0.367, 0.472, -0.446, 0.412, 0.414],
  "smiles": "[H]/N=C1/NN/C(=N/[H])C1=O"
}


C) {
  "formula": "C3H4N4O",
  "method": "ωB97M-V/def2-TZVPD",
  "symbols": ["C", "C", "O", "N", "N", "C", "N", "N", "H", "H", "H", "H"],
  "coordinates": [[2.0078, 1.0584, 0.2037], [1.3609, -0.2010, -0.1104], [1.8631, -1.2469, 0.0208], [-0.1290, -0.0218, -0.3474], [-0.7407, 1.1637, -0.3178], [-2.0221, 0.6924, 0.1792], [-2.0355, -0.7180, 0.2079], [-0.8680, -1.0877, -0.0206], [1.2064, 1.4325, 1.0658], [2.1368, 1.8808, -0.5698], [3.0088, 0.8730, 0.7052], [-2.9241, 1.1368, 0.3428]],
  "nbo_charge": [-0.736, 0.701, -0.461, -0.112, -0.236, 0.087, -0.227, -0.002, 0.256, 0.269, 0.254, 0.207],
  "smiles": "CC(=O)n1ncnn1"
}


D) {
  "formula": "C3H4N4O",
  "method": "ωB97M-V/def2-TZVPD",
  "symbols": ["C", "N", "N", "C", "C", "N", "N", "O", "H", "H", "H", "H"],
  "coordinates": [[1.0046, 1.3316, -2.3183], [0.3653, 0.4417, -1.5837], [0.5042, 0.8387, -0.2758], [0.0319, 0.0196, 0.6205], [-0.8132, -1.1320, 0.3368], [-0.9192, -1.7798, 1.4961], [-0.1696, -1.0529, 2.4813], [0.1047, 0.3452, 1.9324], [1.4486, 2.3234, -1.9603], [0.6364, 1.1251, -3.3383], [-1.3610, -1.6101, -0.5743], [-0.8327, -0.8506, 3.1835]],
  "nbo_charge": [-0.100, -0.280, -0.351, 0.450, -0.060, -0.197, -0.154, -0.328, 0.201, 0.187, 0.272, 0.359],
  "smiles": "C=N/N=c1\\cn[nH]o1"
}


The relative energies come out as A) 2.659; B) 1.789; C) 0.000; D) 2.382, with values in eV.


A) {
  "formula": "C3H4N4O",
  "method": "ωB97M-V/def2-TZVPD",
  "symbols": ["H", "N", "C", "N", "C", "O", "C", "N", "N", "H", "H", "H"],
  "coordinates": [[-0.3074, 2.4973, 0.0915], [-0.5601, 1.5269, -0.2099], [0.3943, 0.6536, -0.1934], [1.6589, 0.7152, 0.0261], [2.2016, -0.4575, 0.0442], [1.2028, -1.3695, -0.1291], [0.0348, -0.7627, -0.2320], [-1.0120, -1.3576, -0.2223], [-2.0480, -0.4167, 0.1708], [3.3128, -0.7816, 0.3727], [-3.1914, -0.8244, 0.3555], [-1.6863, 0.5770, -0.0743]],
  "nbo_charge": [0.378, -0.687, 0.338, -0.535, 0.427, -0.429, 0.326, -0.178, -0.699, 0.241, 0.404, 0.415],
  "smiles": "[H]/N=C1\\N=CO\\C1=N\\N"
}


B) {
  "formula": "C3H4N4O",
  "method": "ωB97M-V/def2-TZVPD",
  "symbols": ["N", "N", "C", "C", "N", "N", "C", "O", "H", "H", "H", "H"],
  "coordinates": [[2.2300, 0.0183, -0.1980], [1.3105, -0.9199, 0.2979], [0.1350, -0.4100, -0.0105], [-0.8455, -1.2341, -0.1171], [-2.0867, -0.7248, -0.1672], [-1.8828, 0.6063, 0.2899], [-0.5141, 0.9735, 0.0314], [0.1243, 2.1296, -0.1309], [3.2728, -0.3037, 0.4066], [1.9636, 1.0311, -0.0308], [-0.8415, -2.2686, -0.4681], [-2.8656, 1.1022, 0.0968]],
  "nbo_charge": [-0.594, -0.062, -0.072, -0.018, -0.200, -0.485, 0.601, -0.596, 0.364, 0.407, 0.219, 0.436],
  "smiles": "N/N=C1/C=NNC1=O"
}


C) {
  "formula": "C3H4N4O",
  "method": "ωB97M-V/def2-TZVPD",
  "symbols": ["H", "N", "C", "N", "O", "N", "C", "C", "N", "H", "H", "H"],
  "coordinates": [[-1.8032, 0.5188, 1.3488], [-2.0664, -0.4079, 0.5411], [-1.2126, -1.1092, -0.0933], [0.0650, -0.6081, -0.3415], [1.0663, -1.3950, -0.3031], [2.1744, -0.7090, 0.2361], [1.8245, 0.4967, 0.3243], [0.3822, 0.6663, -0.0898], [-0.2880, 1.7186, -0.3962], [-1.1829, 1.5754, -1.1268], [-1.4554, -2.0826, -0.8254], [2.4960, 1.3361, 0.7258]],
  "nbo_charge": [0.399, -0.639, 0.248, -0.184, -0.176, -0.063, -0.042, 0.336, -0.697, 0.370, 0.202, 0.248],
  "smiles": "[H]/N=C\\n1onc/c1=N/[H]"
}


The relative energies come out as A) 0.000; B) 0.693; C) 2.050, with values in eV.


A) {
  "formula": "C5H8FN",
  "method": "ωB97M-V/def2-TZVPD",
  "symbols": ["C", "C", "C", "F", "C", "C", "N", "H", "H", "H", "H", "H", "H", "H", "H"],
  "coordinates": [[-0.9929, -1.4824, -1.4443], [0.0126, -1.8217, -0.5836], [1.0294, -0.9169, -0.1437], [2.0175, -1.6811, 0.3448], [1.0526, 0.3591, 0.1580], [-0.2059, 1.3011, 0.1573], [-0.4091, 2.0839, 1.4056], [-1.1750, -0.5593, -1.8916], [-2.0062, -2.1046, -1.5103], [0.0002, -2.8186, -0.0638], [1.9530, 0.6986, 0.5380], [-1.0944, 0.7946, -0.1751], [0.0435, 2.0819, -0.5860], [-0.5263, 1.3662, 2.1755], [0.3010, 2.6991, 1.6193]],
  "nbo_charge": [-0.352, -0.264, 0.343, -0.344, -0.266, -0.242, -0.819, 0.192, 0.202, 0.231, 0.213, 0.206, 0.194, 0.352, 0.357],
  "smiles": "C=C/C(F)=C\\CN"
}


B) {
  "formula": "C5H8FN",
  "method": "ωB97M-V/def2-TZVPD",
  "symbols": ["C", "C", "N", "C", "C", "C", "F", "H", "H", "H", "H", "H", "H", "H", "H"],
  "coordinates": [[-0.4379, -0.6263, 1.4702], [0.1589, -1.3877, 0.3152], [-0.4973, -1.2948, -1.0024], [0.7287, -0.5051, -0.7941], [0.7886, 1.0328, -0.6341], [-0.2161, 1.9148, -0.8060], [-1.4362, 1.5109, -1.2716], [-0.5468, -1.3023, 2.3307], [0.2024, 0.1759, 1.8145], [-1.4301, -0.2283, 1.2360], [0.6900, -2.2808, 0.5527], [-1.1919, -0.5743, -1.0164], [1.5983, -0.9341, -1.3198], [1.7340, 1.5206, -0.2745], [-0.1444, 2.9787, -0.6006]],
  "nbo_charge": [-0.638, -0.067, -0.567, -0.125, -0.293, 0.212, -0.353, 0.218, 0.216, 0.216, 0.203, 0.360, 0.204, 0.231, 0.181],
  "smiles": "C[C@H]1N[C@H]1/C=C\\F"
}


The relative energies come out as A) 0.203; B) 0.000, with values in eV.